Record 1
{
  "formula": "C14H34CaClINO6PSSi2",
  "method": "ωB97M-V/def2-TZVPD",
  "species": ["C", "C", "H", "H", "H", "H", "H", "H", "C", "C", "S", "C", "O", "H", "C", "H", "Si", "H", "C", "H", "Si", "H", "Ca", "H", "H", "H", "H", "O", "Cl", "H", "H", "C", "H", "C", "C", "H", "O", "H", "P", "H", "H", "I", "H", "O", "H", "O", "H", "H", "C", "H", "N", "C", "H", "H", "H", "C", "C", "O", "H", "H", "H", "H"],
  "xyz": [[-0.00840, -2.71983, 0.11648], [2.54560, -3.93763, -1.03675], [3.71865, -6.42964, 1.10427], [0.17313, -3.26020, 1.05011], [0.82315, -2.25345, -3.01901], [0.63738, -0.82007, -2.28967], [-0.90665, -1.27256, 1.48208], [3.96445, -3.89385, 0.57804], [-1.96001, -1.04839, -0.37421], [3.61541, -5.96525, 0.12160], [-4.40671, -1.71740, -1.45648], [3.12681, -4.52423, 0.25863], [0.46082, 5.40768, -0.13998], [0.45767, 2.21253, -2.04228], [-0.08206, 3.00024, -2.57732], [1.84748, -4.66480, -1.47191], [2.77821, -0.79885, 1.56971], [1.00411, 0.44506, 2.83743], [-1.19075, 3.56993, -1.71029], [-1.87482, 5.61312, 1.01914], [1.60395, -2.36372, -0.80930], [-3.69606, -1.90805, 0.68543], [-3.25443, 1.83453, 0.70097], [4.20623, -0.45509, 1.59091], [2.14332, 3.16541, -0.05080], [2.48636, -1.93039, 2.47648], [0.06157, 1.42251, 1.04930], [-3.88993, -1.51473, -2.75658], [-4.94577, 0.39841, -0.78503], [2.37050, -4.45788, 1.05459], [-0.60603, -3.39946, -0.50325], [1.78464, 0.72774, 2.12687], [2.91073, -6.56980, -0.45569], [1.50804, 3.01776, 0.83070], [-1.83497, 4.95577, 1.89274], [-2.84327, -3.07026, -0.34980], [-1.00622, 3.26547, -0.27271], [-3.46446, 4.00480, 0.83172], [0.16949, 4.14061, 0.52555], [-2.39518, -0.09653, -0.01904], [2.50614, 1.34327, 2.67484], [4.05952, -3.69293, -2.51654], [4.59644, -6.00949, -0.35319], [-5.59771, -2.40472, -1.13856], [-2.02850, 5.57229, 2.76700], [2.40697, -1.18283, 0.00940], [2.04518, 3.41734, 1.69751], [-1.26602, 4.65338, -1.80074], [-3.13502, -2.01964, -0.24691], [-2.14585, 3.01328, 1.43989], [1.24266, -1.63249, -2.33401], [-2.81161, 3.79410, 1.69576], [1.41206, 1.05751, 0.00774], [-0.00158, -0.56608, 0.17061], [0.62195, 3.77359, -2.88312], [1.15483, 1.52350, 0.96458], [-0.69714, -1.37434, 0.40905], [-0.56355, 4.29412, 1.96340], [-0.49023, 2.54556, -3.48191], [-2.16649, 3.13152, -1.95677], [-3.41773, 3.49505, 2.56038], [-1.75630, -0.84150, -1.43102]],
  "mulliken_charge": [-0.92, -0.64, 0.38, 0.44, 0.31, 0.06, 0.60, 0.25, 0.84, -1.33, 1.02, -0.28, -0.72, 0.06, -0.91, 0.49, 0.20, 0.34, -0.37, 0.33, 0.19, 0.39, 1.40, -0.17, 0.30, -0.12, -0.47, -0.45, -0.43, 0.26, 0.49, -1.01, 0.33, -0.65, -0.63, 0.45, -0.03, 0.53, 0.74, -1.64, 0.55, 0.13, 0.35, -0.42, 0.43, -0.03, 0.57, 0.37, -0.50, -0.22, -0.61, -0.63, 0.25, -0.70, 0.32, 0.47, 0.47, -0.48, 0.39, 0.40, 0.69, 0.57],
  "spin_multiplicity": 1,
  "homo_lumo_gap_ev": 4.6348,
  "largest_force_ev_per_a": 3.818,
  "e_tot_ha": -3813.65818,
  "total_charge": 2
}

---

Record 2
{
  "formula": "C14H34NO3P2PbSi",
  "method": "ωB97M-V/def2-TZVPD",
  "species": ["C", "O", "H", "H", "C", "H", "C", "H", "H", "H", "H", "Pb", "C", "C", "H", "H", "O", "H", "H", "H", "C", "C", "H", "H", "C", "H", "C", "H", "H", "H", "H", "H", "O", "Si", "H", "H", "H", "C", "H", "H", "H", "C", "H", "C", "H", "H", "H", "H", "H", "P", "P", "N", "H", "H", "C", "C"],
  "xyz": [[3.82444, -3.02980, 0.73823], [-3.55058, 0.23358, -1.15750], [4.34092, -3.99098, 0.88092], [2.11252, -5.41102, -0.70204], [-0.93897, -0.07770, 2.51029], [-0.71676, -1.79492, -2.46288], [-1.51799, 4.61742, -1.02799], [-1.78992, 0.20292, 1.86996], [0.36566, -4.51532, 2.18967], [-1.15902, -0.61406, -3.74047], [-3.94448, 0.99008, -1.67192], [1.93572, 0.07917, 0.12023], [-0.86125, -0.72844, -2.68724], [0.26633, 1.85250, -2.87948], [-1.66745, -0.34447, -2.03863], [-1.58994, 4.79684, 1.14743], [-6.06914, 1.09992, 2.03500], [0.51545, -4.64905, -0.89806], [3.61024, 0.53852, -0.45671], [2.08847, -1.35683, -3.76342], [-0.29337, 2.67167, -1.73859], [-1.24799, 4.23477, 0.28366], [1.09985, -0.28404, -4.80399], [-2.56617, -2.20640, 0.12729], [-1.02486, 3.82505, -2.05831], [1.92943, 2.10386, 3.79538], [-0.53886, 3.05399, 0.52711], [1.98520, 0.32029, 3.95620], [2.57505, 0.34476, -3.99784], [-1.21813, -0.01482, 3.57338], [-1.17537, 4.07133, -3.10643], [1.57466, -3.60840, 3.12515], [1.15256, -1.91320, 0.52520], [1.95055, -3.32289, 0.66326], [-6.24942, 1.59968, 2.83472], [-2.10482, 5.51062, -1.23703], [4.21058, -2.57635, -0.18732], [1.32156, 1.18545, 3.80034], [0.58442, 1.22970, 4.61644], [-0.63609, -1.10395, 2.25881], [2.01491, -5.15683, 2.37005], [1.42858, -4.23588, 2.23434], [4.09698, -2.37557, 1.58032], [-0.35599, 2.64628, 1.98057], [0.25701, 3.39590, 2.50984], [1.18122, 2.34703, -3.24971], [-4.11017, -0.53084, -1.39808], [1.92593, -3.99287, -1.75865], [-0.46850, 1.82071, -3.69841], [0.72247, 0.13158, -2.43089], [0.47964, 1.01888, 2.18701], [-0.03289, 2.31408, -0.47029], [-1.32172, 2.62012, 2.47447], [-5.70848, 1.75734, 1.41486], [1.71436, -0.33212, -3.89405], [1.59361, -4.44730, -0.81422]],
  "mulliken_charge": [-1.08, -0.63, 0.34, 0.34, -1.13, 0.39, -0.52, 0.39, 0.29, 0.45, 0.30, 0.88, -1.09, -1.09, 0.20, 0.47, -0.62, 0.29, -0.09, 0.37, 0.34, -0.72, 0.41, 0.01, -0.79, 0.38, 0.38, 0.38, 0.38, 0.43, 0.46, 0.28, -0.53, 0.33, 0.32, 0.44, 0.30, -1.27, 0.40, 0.23, 0.34, -1.01, 0.30, -1.28, 0.51, 0.43, 0.31, 0.25, 0.47, 0.67, 0.64, 0.15, 0.55, 0.30, -1.23, -0.99],
  "spin_multiplicity": 1,
  "homo_lumo_gap_ev": [8.0995, 6.5718],
  "largest_force_ev_per_a": 1.826,
  "e_tot_ha": -1999.07246,
  "total_charge": 1
}

---

Record 3
{
  "formula": "C14H34NO8P3S5Y",
  "method": "ωB97M-V/def2-TZVPD",
  "species": ["C", "C", "H", "H", "Y", "H", "C", "C", "H", "H", "S", "C", "C", "H", "H", "S", "H", "H", "P", "H", "H", "C", "P", "C", "O", "O", "O", "C", "H", "P", "H", "C", "S", "O", "H", "H", "H", "O", "H", "S", "H", "H", "S", "H", "O", "H", "H", "H", "H", "H", "H", "H", "O", "H", "H", "O", "H", "H", "C", "C", "C", "N", "H", "H", "H", "C"],
  "xyz": [[3.84021, 4.10069, 1.65397], [2.84911, 3.04679, 2.12287], [-4.45019, -2.13451, 2.95027], [-2.72099, -3.84551, -0.36643], [-0.36329, -0.56891, 0.17937], [-3.70949, -2.66901, -2.10393], [-4.28259, 0.58719, -0.61943], [2.35901, -3.97591, -2.33833], [3.91321, -3.62011, -0.33713], [4.77711, 3.99029, 2.19017], [-2.60989, 0.89879, 1.68057], [0.03031, 2.42139, -2.61103], [-4.03339, -1.49141, 2.17437], [-2.89439, -0.36771, 3.60487], [-4.67969, 1.89789, 1.03127], [-1.15909, 3.44389, 0.88967], [0.77911, 3.67829, -1.02933], [3.47361, 3.04449, 4.17827], [0.44231, 2.33449, 1.07327], [1.85721, 2.37339, 3.91287], [4.03311, 4.00909, 0.58767], [-3.86429, -2.15941, -1.15263], [0.37341, -3.55211, -0.34163], [-3.81839, 1.53139, 0.47477], [0.24481, -2.54721, 0.78647], [0.66471, -0.78161, -1.83543], [1.63181, 3.31199, 1.38937], [-3.58699, -0.18111, 2.78347], [2.60491, -4.08511, 0.62887], [1.98491, -1.30651, -1.32513], [2.64361, 1.74739, -2.47303], [0.99981, 2.69759, -1.47273], [0.57471, 0.65419, 2.24347], [0.29781, -4.98661, -0.06093], [0.15291, 3.17149, -3.38853], [3.39311, -3.82241, -2.64843], [3.43151, 5.08899, 1.85057], [-0.71089, -3.06051, -1.45403], [-4.31799, -3.62981, 0.36577], [-2.60189, -2.38331, 1.42877], [-4.77169, -1.34541, 1.39187], [-0.99049, 2.46309, -2.23153], [-3.00659, -0.54091, -1.34953], [1.72491, -3.68301, -3.17303], [0.79261, 1.69509, -0.43723], [-0.84519, -3.74801, -2.11413], [3.18841, 2.03469, 1.87257], [3.00311, -2.41251, 0.45987], [2.11421, 4.12209, 3.81997], [2.18831, -5.03271, -2.13063], [-4.92539, -1.91931, -1.08113], [-4.64639, 1.18579, -1.45593], [2.37691, -0.80411, 0.03417], [2.67811, 3.51859, -2.53783], [3.33471, -0.26871, -2.68763], [3.15201, -1.16351, -2.40263], [-4.43659, 0.39469, 3.14967], [-5.09139, -0.05241, -0.27473], [2.02141, -3.14541, -1.12843], [2.45491, 2.65969, -1.91093], [-3.44189, -3.10511, -0.01993], [2.97651, -3.36521, -0.00923], [3.11421, 2.68119, -1.04543], [0.21691, 1.43209, -3.02653], [-3.28539, 2.38699, 0.05627], [2.55511, 3.15119, 3.60927]],
  "mulliken_charge": [-1.39, 0.68, 0.50, 0.37, 0.25, 0.46, -0.89, -1.80, 0.38, 0.42, 0.23, -1.28, -0.58, 0.38, 0.48, -0.41, 0.64, 0.45, 0.76, 0.30, 0.34, -1.01, 0.70, -0.86, -0.56, -0.59, -0.15, -1.10, 0.38, 1.10, 0.15, 0.23, -0.40, -0.80, 0.45, 0.45, 0.32, -0.42, 0.53, -0.04, 0.32, 0.16, 0.09, 0.39, 0.41, 0.30, 0.20, 0.27, 0.32, 0.46, 0.55, 0.57, -0.79, 0.45, 0.39, -0.52, 0.50, 0.44, 0.62, -1.25, -0.64, -0.21, 0.15, 0.19, 0.28, -1.32],
  "spin_multiplicity": 1,
  "homo_lumo_gap_ev": 8.3433,
  "largest_force_ev_per_a": 1.727,
  "e_tot_ha": -4264.14805,
  "total_charge": 1
}